No. 1
{"formula": "C5H9O4Rb", "method": "wB97M-V/def2-TZVPD", "total_charge": 0, "relative_energy_kcal_mol": 85.3, "gap_ev": 2.409, "symbols": ["Rb", "C", "O", "H", "H", "H", "C", "C", "C", "O", "C", "O", "O", "H", "H", "H", "H", "H", "H"], "xyz": [[-11.967, -4.420, -0.005], [-6.203, -7.470, 0.650], [-7.382, -6.749, 0.684], [-5.341, -6.938, 1.054], [-6.232, -8.345, 1.299], [-5.993, -7.699, -0.395], [-3.958, 0.185, -0.843], [-2.862, 0.233, 0.240], [-2.892, -0.894, 1.291], [-1.535, -1.160, 1.571], [-0.885, -0.902, 0.433], [0.300, -1.112, 0.115], [-1.619, -0.121, -0.342], [-4.925, 0.165, -0.340], [-3.943, -0.786, -1.337], [-3.981, 0.887, -1.677], [-2.649, 1.092, 0.876], [-3.461, -1.808, 1.119], [-3.380, -0.376, 2.116]], "mulliken_charge": [0.907, -0.511, -0.845, 0.138, 0.155, 0.156, -1.290, 0.320, -0.573, -0.295, 0.691, -0.591, -0.323, 0.351, 0.343, 0.340, 0.353, 0.346, 0.327]}


No. 2
{"formula": "C18H14Cl2FN3O2", "method": "wB97M-V/def2-TZVPD", "smiles": "O=c1ccc(N(CCO)c2ccc(F)cc2Cl)nn1-c1ccccc1Cl", "total_charge": 0, "gap_ev": 8.149, "symbols": ["O", "C", "C", "C", "C", "N", "C", "C", "O", "C", "C", "C", "C", "F", "C", "C", "Cl", "N", "N", "C", "C", "C", "C", "C", "C", "Cl", "H", "H", "H", "H", "H", "H", "H", "H", "H", "H", "H", "H", "H", "H"], "xyz": [[0.336, -3.568, -2.180], [0.195, -2.635, -1.391], [-0.158, -2.998, -0.016], [-0.302, -1.961, 0.886], [-0.126, -0.548, 0.478], [-0.353, 0.556, 1.334], [-0.209, 1.941, 0.825], [-1.491, 2.476, 0.136], [-1.318, 3.834, -0.329], [-0.636, 0.370, 2.695], [-1.966, 0.331, 3.202], [-2.204, 0.269, 4.605], [-1.148, 0.172, 5.502], [-1.350, 0.030, 6.832], [0.141, 0.215, 4.990], [0.405, 0.305, 3.634], [2.054, 0.410, 3.160], [0.210, -0.286, -0.767], [0.389, -1.306, -1.705], [0.939, -0.911, -2.950], [2.034, -1.569, -3.467], [2.644, -1.232, -4.667], [2.154, -0.177, -5.402], [1.004, 0.512, -4.963], [0.386, 0.146, -3.717], [-1.065, 0.987, -3.229], [-0.226, -4.039, 0.207], [-0.603, -2.237, 1.894], [0.576, 2.003, 0.088], [0.047, 2.633, 1.637], [-2.358, 2.433, 0.829], [-1.703, 1.801, -0.695], [-0.445, 3.878, -0.819], [-2.790, 0.422, 2.509], [-3.224, 0.194, 4.962], [0.953, 0.230, 5.699], [2.494, -2.380, -2.917], [3.552, -1.749, -4.979], [2.578, 0.125, -6.338], [0.583, 1.324, -5.570]], "mulliken_charge": [-0.654, 0.543, -0.975, -0.290, 0.574, 0.607, -0.822, -0.132, -0.538, -1.193, -0.268, -0.605, 0.236, -0.301, -0.417, 0.671, -0.189, -0.520, 0.432, -0.021, -0.152, -0.894, -0.373, -0.529, 0.694, -0.194, 0.489, 0.406, 0.616, 0.350, 0.208, 0.090, 0.338, 0.462, 0.411, 0.459, 0.353, 0.354, 0.392, 0.383]}


No. 3
{"formula": "C3H6N4O", "method": "wB97M-V/def2-TZVPD", "smiles": "[H]/N=c1\\oc(C)nn1N", "total_charge": 0, "relative_energy_kcal_mol": 106.2, "gap_ev": 9.125, "symbols": ["H", "N", "C", "O", "C", "C", "N", "N", "N", "H", "H", "H", "H", "H"], "xyz": [[1.647, 2.450, 0.259], [1.759, 1.381, 0.101], [0.684, 0.700, -0.189], [-0.680, 1.042, -0.108], [-1.237, -0.158, 0.009], [-2.729, -0.153, 0.115], [-0.469, -1.141, -0.015], [0.756, -0.559, -0.175], [1.922, -1.243, 0.181], [-3.276, 0.473, -0.803], [-2.867, 0.686, 0.992], [-3.244, -1.033, 0.239], [2.608, -0.665, 0.791], [2.491, -1.646, -0.874]], "mulliken_charge": [0.216, -0.795, 0.522, -0.362, 0.756, -1.036, -0.735, 0.819, -0.806, 0.237, 0.227, 0.357, 0.317, 0.283]}


No. 4
{"formula": "C11H16N2O", "method": "wB97M-V/def2-TZVPD", "smiles": "CC1(C)[C@H]2C[C@@H]1[C@@](C)(C#N)[C@@H](N)C2=O", "total_charge": 0, "relative_energy_kcal_mol": 61.9, "gap_ev": 9.927, "symbols": ["C", "C", "C", "C", "C", "C", "C", "C", "C", "N", "C", "N", "C", "O", "H", "H", "H", "H", "H", "H", "H", "H", "H", "H", "H", "H", "H", "H", "H", "H"], "xyz": [[-0.636, -0.140, 2.061], [-1.280, 0.021, 0.651], [-2.695, 0.657, 0.931], [-1.249, -1.102, -0.458], [-1.058, -0.013, -1.509], [-0.505, 0.856, -0.400], [1.017, 0.654, -0.329], [1.668, 1.368, -1.592], [1.544, 1.271, 0.810], [2.174, 1.729, 1.639], [1.383, -1.038, -0.426], [2.405, -1.374, 0.492], [0.049, -1.885, -0.246], [0.088, -3.043, 0.019], [-0.153, 0.704, 2.393], [0.156, -0.926, 2.226], [-1.473, -0.370, 2.656], [-2.787, 1.552, 1.580], [-3.435, -0.034, 0.996], [-2.898, 1.065, -0.005], [-2.095, -1.634, -0.517], [-0.471, -0.271, -2.380], [-2.012, 0.176, -1.735], [-0.826, 1.890, -0.435], [2.744, 1.338, -1.346], [1.222, 2.316, -1.756], [1.526, 0.663, -2.438], [1.734, -1.340, -1.504], [3.202, -0.818, 0.410], [2.662, -2.271, 0.215]], "mulliken_charge": [-2.079, 1.472, -1.924, -0.148, -1.512, -0.602, 1.225, -1.696, -0.228, -0.592, 0.071, -0.602, -0.171, -0.582, 0.484, 0.295, 0.571, 0.323, 0.563, 0.564, 0.972, 0.362, 0.463, 0.717, 0.439, 0.440, 0.397, 0.291, 0.219, 0.271]}


No. 5
{"formula": "C3H10NSi", "method": "wB97M-V/def2-TZVPD", "smiles": "C=C[C@@H]([NH3+])[SiH3]", "total_charge": 1, "relative_energy_kcal_mol": 23.0, "gap_ev": 9.942, "symbols": ["C", "C", "C", "N", "Si", "H", "H", "H", "H", "H", "H", "H", "H", "H", "H"], "xyz": [[-2.242, -0.908, -0.340], [-1.158, -0.437, 0.262], [0.039, 0.134, -0.400], [0.255, 1.583, 0.012], [1.643, -0.887, 0.213], [-3.016, -1.286, 0.204], [-2.390, -0.641, -1.438], [-1.146, -0.400, 1.337], [-0.128, -0.001, -1.520], [1.221, 1.926, -0.109], [0.033, 1.783, 1.084], [-0.441, 2.069, -0.578], [1.159, -2.333, 0.289], [2.431, -0.331, -0.940], [2.200, -0.618, 1.455]], "mulliken_charge": [-0.806, -0.212, -0.192, -0.370, 0.327, 0.343, 0.207, 0.320, 0.345, 0.369, 0.415, 0.380, -0.014, -0.056, -0.058]}


No. 6
{"formula": "C32H23BClIO21", "method": "wB97M-V/def2-TZVPD", "smiles": "O=C1C=C(O)C(=O)C=C1O.O=C1C=C(O)C(=O)C=C1O.O=C1C=C(O)C(=O)C=C1O.O=C1C=C(O)C(=O)C=C1O.O=C1C=C(O)C(=O)C=C1O.O=C(Cl)CBI", "total_charge": 0, "gap_ev": 7.943, "symbols": ["O", "C", "C", "C", "O", "C", "O", "C", "C", "O", "H", "H", "H", "H", "O", "C", "C", "C", "O", "C", "O", "C", "C", "O", "H", "H", "H", "H", "O", "C", "C", "C", "O", "C", "O", "C", "C", "O", "H", "H", "H", "H", "O", "C", "C", "C", "O", "C", "O", "C", "C", "O", "H", "H", "H", "H", "O", "C", "C", "C", "O", "C", "O", "C", "C", "O", "H", "H", "H", "H", "O", "C", "Cl", "C", "B", "I", "H", "H", "H"], "xyz": [[-4.255, -4.179, 2.135], [-4.148, -3.510, 3.147], [-4.690, -3.921, 4.433], [-4.550, -3.130, 5.505], [-5.027, -3.464, 6.701], [-3.843, -1.809, 5.422], [-3.765, -1.127, 6.427], [-3.280, -1.409, 4.140], [-3.417, -2.201, 3.070], [-2.915, -1.876, 1.879], [-5.199, -4.874, 4.480], [-4.795, -2.724, 7.295], [-2.758, -0.464, 4.097], [-3.159, -2.620, 1.291], [-0.933, -0.433, -1.738], [-0.589, 0.551, -1.104], [0.161, 1.645, -1.691], [0.534, 2.691, -0.942], [1.225, 3.704, -1.465], [0.193, 2.767, 0.524], [0.566, 3.723, 1.174], [-0.584, 1.676, 1.102], [-0.955, 0.636, 0.346], [-1.666, -0.385, 0.834], [0.401, 1.573, -2.741], [1.388, 4.334, -0.735], [-0.838, 1.748, 2.150], [-1.785, -0.985, 0.074], [3.202, 4.805, 0.405], [4.184, 4.424, 1.014], [5.146, 3.487, 0.453], [6.198, 3.091, 1.179], [7.105, 2.236, 0.707], [6.422, 3.586, 2.578], [7.388, 3.175, 3.192], [5.471, 4.541, 3.129], [4.419, 4.940, 2.402], [3.523, 5.809, 2.863], [4.971, 3.136, -0.554], [7.755, 2.115, 1.425], [5.651, 4.903, 4.132], [2.867, 5.923, 2.149], [-0.949, 6.872, -3.666], [-1.173, 5.907, -4.372], [-1.096, 4.533, -3.895], [-1.338, 3.517, -4.731], [-1.282, 2.242, -4.340], [-1.692, 3.747, -6.171], [-1.883, 2.781, -6.885], [-1.792, 5.121, -6.643], [-1.553, 6.138, -5.806], [-1.634, 7.411, -6.190], [-0.837, 4.379, -2.858], [-1.496, 1.714, -5.134], [-2.064, 5.276, -7.677], [-1.413, 7.941, -5.401], [3.484, 0.207, -1.397], [3.490, -0.991, -1.621], [2.280, -1.764, -1.861], [2.356, -3.082, -2.084], [1.278, -3.829, -2.310], [3.671, -3.805, -2.091], [3.674, -5.006, -2.281], [4.884, -3.028, -1.874], [4.808, -1.709, -1.654], [5.891, -0.960, -1.452], [1.338, -1.235, -1.852], [1.608, -4.739, -2.437], [5.826, -3.556, -1.898], [5.565, -0.050, -1.316], [-5.393, -10.514, 3.045], [-5.651, -9.386, 2.768], [-6.527, -8.349, 3.948], [-5.227, -8.754, 1.449], [-4.560, -7.349, 1.834], [-2.472, -7.458, 2.391], [-4.483, -9.373, 0.949], [-6.086, -8.614, 0.786], [-5.167, -6.345, 1.840]], "mulliken_charge": [-0.665, 1.129, -1.062, 0.327, -0.573, 0.939, -0.611, -0.864, -0.069, -0.378, 0.539, 0.354, 0.542, 0.301, -0.750, 0.992, -0.069, -0.414, -0.604, 0.853, -0.600, -0.860, -0.109, -0.360, 0.852, 0.287, 0.492, 0.392, -0.617, 0.959, -0.934, 0.365, -0.564, 0.932, -0.620, -0.916, 0.379, -0.580, 0.446, 0.354, 0.433, 0.344, -0.627, 0.871, -0.710, 0.206, -0.448, 0.947, -0.635, -0.996, 0.338, -0.560, 0.476, 0.339, 0.429, 0.360, -0.566, 1.194, -0.883, 0.296, -0.569, 0.851, -0.624, -0.982, 0.198, -0.581, 0.529, 0.352, 0.431, 0.308, -0.428, 0.508, -0.175, -0.440, 0.274, -0.048, 0.260, 0.287, -0.173]}


no.,energy (eV)
1,-14171.4710
2,-55219.4485
3,-11212.1716
4,-16691.2464
5,-12631.8496
6,-97851.2744